Density functional theory data (wB97M-V/def2-TZVPD) for C2H2S in the gas phase in a non-equilibrium geometry.

Total charge: 0
HOMO (spin up / spin down): -8.81 / -9.17 eV
LUMO level (spin up / spin down): 0.0361 / -0.0776 Eh
Gap between HOMO and LUMO (spin up / spin down): 0.360 / 0.259 Eh
<S²>: 2.042
2S+1: 3

```
5
Properties=species:S:1:pos:R:3:forces:R:3
C -0.115 -0.271 -0.334 -0.327 2.884 -1.427
C 0.463 -0.043 0.797 -0.552 -1.058 0.032
S -0.875 1.114 -1.325 0.479 -1.370 1.181
H 0.096 -1.115 -0.907 0.069 -1.474 -0.962
H 0.431 0.315 1.770 0.332 1.017 1.175
```
Forces are in eV/Å.

Results of the Löwdin charge analysis, in e, for atoms 1 through 4:
1. C -0.623
2. C 0.064
3. S 0.533
4. H 0.008

Density functional theory data (wB97M-V/def2-TZVPD) for C2H2S3 in the gas phase in a non-equilibrium geometry.

Total charge: 0
HOMO: -9.10 eV
LUMO level: -0.0732 Eh
Gap between HOMO and LUMO: 0.261 Eh
2S+1: 1
SMILES string: S=CC(=S)S

```
7
Properties=species:S:1:pos:R:3:forces:R:3
S -1.155 -1.666 1.172 0.197 0.433 0.527
C -0.289 -0.307 1.139 0.251 0.385 -0.657
C 0.143 0.280 -0.176 0.664 0.736 0.708
S 1.170 1.570 -0.163 -0.460 -0.587 0.144
S -0.428 -0.475 -1.617 0.445 0.147 -0.325
H 0.109 0.316 1.975 -0.553 -0.811 -0.350
H 0.450 0.283 -2.331 -0.543 -0.303 -0.048
```
Forces are in eV/Å.

Results of the Löwdin charge analysis, in e, for atoms 1 through 4:
1. S 0.724
2. C -0.766
3. C -1.301
4. S 0.663

Density functional theory data (wB97M-V/def2-TZVPD) for a molecular structure, C2H30Li2O17P in a non-equilibrium geometry.

Total charge: 0
HOMO (spin up / spin down): -9.70 / -9.70 eV
LUMO level (spin up / spin down): -0.0106 / -0.2343 Eh
Gap between HOMO and LUMO (spin up / spin down): 0.346 / 0.122 Eh
<S²>: 0.759
2S+1: 2

```
52
Properties=species:S:1:pos:R:3:forces:R:3
Li -2.230 0.938 -1.675 -0.616 0.504 0.141
Li 1.228 1.898 -1.334 0.126 0.093 -0.594
P -0.247 0.086 -0.459 2.879 0.633 1.577
O -1.411 -0.675 -1.142 0.389 0.111 0.551
O 1.153 -0.081 -1.232 -2.332 -0.451 0.985
O -0.027 -0.232 1.089 -0.762 -0.355 -3.684
O -0.494 1.590 -0.712 -0.648 -0.455 -0.335
O -4.249 0.744 -1.119 0.468 0.676 -0.914
H -4.275 -0.029 -0.555 0.002 -0.795 1.016
H -5.161 1.030 -1.176 -0.054 0.304 -0.180
O 3.272 -0.479 0.264 0.957 -0.236 -0.169
H 2.540 -0.102 -0.224 -0.364 -0.058 -0.140
H 2.912 -0.664 1.131 0.020 -0.055 0.617
O 1.367 1.811 2.226 0.171 1.363 -0.118
H 1.659 1.123 2.824 0.339 -0.206 0.111
H 0.787 1.363 1.610 -0.251 -0.228 0.109
O -1.480 -3.120 -1.673 -0.539 -2.436 0.051
H -0.526 -3.196 -1.705 1.399 -0.273 -0.328
H -1.640 -2.202 -1.451 -0.221 2.202 0.596
O -0.518 -0.960 -3.696 -0.337 -0.126 -0.523
H 0.430 -1.040 -3.801 0.442 -0.051 -0.296
H -0.652 -0.934 -2.748 -0.133 0.134 0.256
O 2.415 -0.337 -3.464 0.454 -0.326 -1.280
H 3.200 -0.822 -3.210 0.365 0.030 -0.126
H 1.907 -0.262 -2.657 -0.594 -0.011 1.187
O 1.694 2.236 -3.367 -0.475 0.869 0.922
H 2.479 2.747 -3.562 0.176 0.232 -0.136
H 1.914 1.345 -3.641 0.361 -0.781 -0.415
O 0.321 -2.922 0.938 -0.927 -1.625 0.301
H 0.857 -2.957 0.146 1.006 -0.376 -0.936
H 0.207 -1.987 1.110 -0.363 1.721 0.405
O 1.435 -2.753 -1.525 -0.530 -1.287 -0.026
H 1.191 -1.847 -1.337 0.326 1.428 -0.095
H 2.350 -2.703 -1.800 0.265 -0.159 0.048
O -2.239 0.312 2.359 -1.054 -0.314 0.681
H -2.340 1.254 2.228 -0.056 0.543 -0.120
H -1.412 0.096 1.929 0.724 -0.069 -0.149
O -3.618 -1.284 0.546 -0.929 -0.662 -0.731
H -2.916 -1.118 -0.084 0.615 -0.145 0.082
H -3.259 -0.997 1.385 0.244 0.650 0.686
C -0.828 4.044 1.408 -0.361 0.842 0.203
O -1.664 3.019 0.974 -0.700 -0.305 0.345
H -0.762 4.003 2.495 0.424 0.270 -0.020
H 0.147 3.971 0.926 0.284 0.019 0.335
H -1.275 4.984 1.082 0.106 0.364 0.260
H -1.083 2.496 0.416 -0.394 -0.639 -0.430
C 1.564 -1.416 4.044 -1.529 0.300 0.063
O 1.893 -0.745 2.858 1.779 -0.150 -0.280
H 2.428 -1.669 4.657 0.017 0.082 -0.384
H 0.894 -0.736 4.570 0.082 -0.140 0.746
H 0.949 -2.282 3.799 0.286 -0.458 0.260
H 1.114 -0.539 2.335 -0.538 -0.201 -0.125
```
Forces are in eV/Å.

Results of the Löwdin charge analysis, in e, for atoms 1 through 4:
1. Li 0.751
2. Li 0.731
3. P 0.231
4. O -0.416

Density functional theory data (wB97M-V/def2-TZVPD) for 14 unconnected molecules or ions with the total composition C2H30O17P in a non-equilibrium geometry.

Total charge: -2
HOMO (spin up / spin down): -4.26 / -4.21 eV
LUMO level (spin up / spin down): 0.1848 / 0.0541 Eh
Gap between HOMO and LUMO (spin up / spin down): 0.342 / 0.209 Eh
<S²>: 0.759
2S+1: 2

```
50
Properties=species:S:1:pos:R:3:forces:R:3
P -1.906 5.405 -29.764 -3.044 -1.041 1.503
O -0.944 6.358 -30.557 -0.650 -0.919 -0.459
O -3.386 5.803 -30.120 2.779 0.156 1.160
O -1.620 5.493 -28.207 -0.907 0.128 -2.870
O -1.605 3.975 -30.316 0.591 2.153 0.838
C -0.382 0.250 -30.997 -0.640 0.413 -0.040
C -0.652 1.161 -32.199 0.148 1.314 -0.215
O -1.821 1.979 -32.076 -0.110 -1.871 -0.700
H -1.065 -0.597 -31.062 0.038 -0.155 0.146
H -0.621 0.805 -30.090 0.040 -0.101 -0.080
H 0.642 -0.104 -30.877 0.088 0.025 -0.361
H -0.719 0.601 -33.131 -0.540 -0.344 0.034
H 0.153 1.852 -32.452 0.643 -0.022 0.565
H -1.695 2.738 -31.502 0.297 0.362 0.083
O -1.603 7.986 -32.613 0.374 0.627 -0.678
H -1.330 7.415 -31.894 0.089 -0.237 0.091
H -2.499 8.238 -32.392 -0.425 -0.039 -0.040
O 0.790 4.926 -27.594 1.610 0.052 0.866
H -0.068 5.306 -27.783 -0.463 0.244 -0.244
H 0.710 4.010 -27.861 0.130 -0.319 0.086
O -6.182 7.614 -29.384 -0.366 0.425 -0.139
H -6.532 7.279 -28.559 0.063 -0.177 0.215
H -5.857 6.837 -29.839 0.329 -0.417 0.094
O -4.355 3.589 -31.026 -1.170 -0.507 -1.141
H -3.907 3.122 -30.320 -0.646 -0.170 0.132
H -4.166 4.513 -30.860 0.247 0.383 -0.066
O 0.786 4.645 -31.509 1.084 -0.397 -0.694
H 0.212 4.045 -31.032 -0.295 0.025 -0.021
H 0.630 5.498 -31.105 0.064 0.176 0.147
O -1.813 3.429 -26.422 -0.557 -0.929 0.784
H -0.908 3.204 -26.202 0.275 0.123 -0.013
H -1.735 4.124 -27.075 0.445 0.870 -0.642
O -0.885 7.746 -26.840 -0.002 0.976 0.816
H -1.261 6.981 -27.277 -0.619 -0.930 -0.521
H -0.983 7.561 -25.906 0.110 -0.046 0.141
O -4.352 4.803 -27.769 -0.940 -0.609 1.057
H -4.172 5.195 -28.623 0.270 0.400 -0.676
H -3.488 4.647 -27.389 0.053 0.391 0.137
O 0.539 7.657 -29.119 1.021 1.057 0.136
H -0.060 7.116 -29.635 0.251 -0.076 -0.150
H 0.106 7.752 -28.271 0.260 0.229 0.447
O -3.216 2.240 -29.046 -0.075 -1.261 0.537
H -2.597 2.664 -29.640 0.847 0.135 -0.121
H -3.223 2.798 -28.268 -0.189 0.196 0.347
O -4.246 7.637 -31.767 -0.609 0.914 -0.964
H -3.796 7.193 -31.048 0.378 -0.823 0.638
H -5.173 7.599 -31.531 -0.085 0.234 -0.056
O 0.093 2.537 -28.664 0.892 -0.809 0.360
H -0.218 3.280 -29.181 -0.610 0.222 -0.567
H -0.703 2.153 -28.294 -0.472 -0.031 0.100
```
Forces are in eV/Å.

Results of the Löwdin charge analysis, in e, for atoms 1 through 4:
1. P 0.325
2. O -0.142
3. O -0.335
4. O -0.369

Density functional theory data (wB97M-V/def2-TZVPD) for a molecular structure, C2H31FeO16 in a non-equilibrium geometry.

Total charge: +1
HOMO (spin up / spin down): -12.63 / -12.63 eV
LUMO level (spin up / spin down): -0.2015 / -0.2054 Eh
Gap between HOMO and LUMO (spin up / spin down): 0.263 / 0.259 Eh
<S²>: 6.006
2S+1: 5

```
50
Properties=species:S:1:pos:R:3:forces:R:3
Fe -3.743 1.204 -1.584 2.662 -1.480 0.624
C -0.263 -0.222 0.550 0.353 0.621 1.162
C -0.784 0.927 -0.283 2.023 -0.772 -0.307
O -2.038 0.881 -0.545 -2.465 0.828 -0.654
O 0.026 1.731 -0.745 -0.912 -0.006 -0.053
H -0.993 -0.510 1.305 -0.197 -0.599 -0.445
H 0.601 0.063 1.160 0.010 0.399 -0.295
H 0.145 -1.011 -0.078 -0.560 -0.246 -0.059
O -2.796 -2.572 -0.200 0.341 0.225 -0.040
H -1.887 -2.952 -0.376 -0.691 0.019 0.031
H -2.874 -2.544 0.761 -0.001 -0.110 -0.066
O -1.822 -1.413 4.308 -0.002 0.060 -0.073
H -2.194 -1.211 3.445 -0.013 0.081 0.096
H -2.037 -0.647 4.853 -0.015 -0.108 -0.023
O -4.215 -0.751 -1.414 -0.540 0.230 -0.007
H -3.586 -1.355 -0.898 0.361 -0.237 0.078
H -4.829 -1.342 -1.873 0.020 0.226 0.066
O 1.874 0.534 -2.889 0.023 0.011 0.224
H 2.161 1.167 -3.552 0.131 -0.177 -0.077
H 2.474 0.672 -2.141 -0.069 -0.076 -0.038
O 1.946 -2.617 0.835 0.256 -0.187 0.060
H 2.788 -2.859 1.243 -0.151 -0.070 0.021
H 1.295 -3.183 1.271 0.016 0.156 -0.005
O 3.735 -0.258 -0.057 -0.014 -0.202 -0.076
H 3.263 -0.759 0.624 -0.048 0.292 -0.069
H 4.659 -0.517 0.036 -0.066 0.098 -0.026
O -1.134 3.976 0.592 -0.172 0.286 0.014
H -1.440 3.125 0.276 0.115 0.004 -0.032
H -0.352 4.154 0.055 -0.052 -0.017 0.059
O 2.352 0.802 3.294 -0.108 0.172 -0.287
H 2.343 1.439 2.550 0.147 -0.171 0.105
H 2.617 1.321 4.061 -0.071 -0.045 -0.034
O 1.363 -2.366 -2.184 -0.107 -0.159 0.487
H 2.136 -2.456 -1.608 -0.048 0.141 -0.120
H 1.169 -1.419 -2.169 0.236 0.008 -0.279
O -0.343 2.225 4.049 -0.294 -0.107 -0.098
H 0.056 1.654 3.380 0.217 0.030 0.216
H -0.593 1.627 4.761 0.156 0.046 -0.021
O -0.473 -3.898 -0.525 0.580 0.147 0.126
H -0.213 -4.824 -0.470 -0.272 0.024 -0.032
H 0.313 -3.437 -0.885 -0.306 0.049 -0.301
O -2.702 0.737 -3.392 -0.485 0.316 -0.546
H -1.751 0.718 -3.595 -0.113 0.137 0.433
H -3.150 0.782 -4.252 0.200 0.000 0.100
O 2.294 2.277 0.869 -0.314 0.021 -0.151
H 1.479 2.124 0.348 0.378 0.108 0.088
H 3.016 1.986 0.299 -0.036 -0.128 0.157
O 0.544 3.356 -3.066 -0.415 -0.338 0.084
H 0.329 2.596 -2.493 0.277 0.359 0.032
H 1.234 3.044 -3.654 0.036 0.142 -0.050
```
Forces are in eV/Å.

Results of the Löwdin charge analysis, in e, for atoms 1 through 4:
1. Fe 1.181
2. C 0.035
3. C -0.626
4. O -0.117

Density functional theory data (wB97M-V/def2-TZVPD) for 14 unconnected molecules or ions with the total composition C2H32NO14 in a non-equilibrium geometry.

Total charge: +1
HOMO: -13.10 eV
LUMO level: -0.0916 Eh
Gap between HOMO and LUMO: 0.390 Eh
2S+1: 1

```
49
Properties=species:S:1:pos:R:3:forces:R:3
O 2.554 0.099 1.721 1.212 0.890 -0.229
C 2.272 1.230 1.966 -1.962 0.759 0.776
C 0.788 1.542 2.457 1.419 -1.803 1.430
N -0.135 0.605 1.807 0.543 0.044 -2.516
H 2.917 2.130 2.052 0.344 -0.610 -0.239
H 0.887 1.133 3.516 -0.346 1.022 -0.908
H 0.408 2.541 2.448 0.084 0.558 -0.166
H 0.013 0.717 0.734 0.306 -0.259 1.901
H 0.188 -0.343 2.071 -0.958 0.034 -0.071
H -1.130 0.831 1.877 0.040 -0.234 1.030
H 2.837 -3.406 -0.832 -0.035 0.519 0.580
H 1.783 -2.987 0.222 0.422 0.279 -0.533
O 2.530 -2.635 -0.311 0.102 -1.177 0.043
H 2.461 -1.724 2.385 0.115 0.134 -0.394
H 2.160 -1.816 3.863 -0.607 0.004 -0.691
O 1.716 -1.717 2.990 0.452 -1.022 1.812
H -0.748 0.665 -2.862 0.424 0.336 0.075
H -2.218 0.380 -2.947 1.361 -0.680 -0.330
O -1.339 0.033 -3.265 -1.696 0.879 -0.061
H -2.303 -0.113 -0.120 -0.202 1.552 -1.957
H -3.284 0.900 -0.799 -1.062 0.439 -0.033
O -2.381 0.637 -0.886 1.046 -0.999 1.752
H 0.936 1.895 -0.611 0.375 -1.185 -0.517
H 1.211 0.270 -0.609 -0.059 -0.470 -1.472
O 1.452 1.132 -0.263 -0.446 2.344 0.321
H -0.844 -2.080 -4.281 -0.487 0.187 0.190
H -1.264 -2.485 -2.809 -0.871 0.181 -0.191
O -0.545 -2.364 -3.416 1.318 -1.202 -0.136
H 0.344 -1.184 -2.409 -0.538 -0.702 -1.265
H 1.702 -1.768 -1.808 0.409 -0.694 -0.091
O 1.111 -1.028 -1.870 0.121 1.992 1.335
H -2.109 -1.821 1.111 0.611 -0.134 0.017
H -3.478 -1.369 0.563 -0.271 -0.102 0.030
O -2.645 -1.040 0.910 -0.437 -0.408 0.560
H 0.192 -1.947 -0.619 0.067 -0.446 -0.956
H -0.401 -3.488 -0.667 0.427 0.857 -0.299
O -0.233 -2.683 -0.153 -0.769 -0.727 0.983
H -1.384 4.252 -1.878 -0.572 0.183 -1.112
H -0.182 3.202 -2.123 0.536 -1.456 -2.221
O -0.671 3.733 -1.557 -0.395 1.114 3.495
H 2.426 2.422 -2.198 -1.359 1.547 -0.598
H 1.325 3.662 -2.631 1.334 1.182 0.424
O 1.592 2.756 -2.631 0.396 -2.521 -0.043
H 0.042 -2.651 2.643 0.020 0.691 -0.789
H -1.352 -2.542 3.077 -0.112 0.663 -0.496
O -0.773 -2.173 2.376 -0.402 -1.398 1.851
H -2.307 2.274 0.683 0.221 1.092 0.079
H -1.980 3.622 1.536 0.075 1.161 -0.774
O -2.142 2.699 1.548 -0.197 -2.413 0.404
```
Forces are in eV/Å.

Results of the Löwdin charge analysis, in e, for atoms 1 through 4:
1. O 0.021
2. C -0.207
3. C -0.088
4. N 0.143

Number 1: E -475.4286 hartree. Number 2: E -1271.9208 hartree. Number 3: E -1729.8831 hartree. Number 4: E -1714.7914 hartree. Number 5: E -2562.1210 hartree. Number 6: E -1203.2232 hartree.